Entry from OMol25: 2 unconnected molecules or ions with the total composition CH3O3S2 (the ωB97M-V functional and the def2-TZVPD basis).

HOMO (spin up / spin down) in Eh: -0.20765 / -0.10489
Kohn-Sham gap (spin up / spin down) in eV: 8.8312 / 3.8737
ΔE to the lowest compared entry with this formula, charge and spin in kcal per mole: 62.58
Charge: -1

Element x y z (Å)
C  0.633  -1.316  -0.455
O  0.351  2.412  0.235
O  -0.765  0.917  1.936
O  -2.077  2.164  0.153
S  1.134  -2.478  -1.743
S  -0.809  1.625  0.641
H  1.473  -0.889  -0.058
H  -0.084  -1.961  0.098
H  0.145  -0.473  -0.808

Atomic partial charges in e from the Mulliken method, atoms 1 to 5: C -0.707; O -0.495; O -0.491; O -0.530; S -0.204

=====

Entry from OMol25: a molecular structure, C22H28N6O4Re (the ωB97M-V functional and the def2-TZVPD basis).

⟨S²⟩: 0.756
HOMO (spin up / spin down) in Eh: -0.47849 / -0.47427
Spin multiplicity: 2
Kohn-Sham gap (spin up / spin down) in eV: 7.2265 / 6.7486
ΔE to the lowest compared entry with this formula, charge and spin in kcal per mole: 0.00
Charge: +2

Element x y z (Å)
Re  -0.573  -0.492  0.880
O  0.017  0.276  2.516
C  0.198  1.571  2.911
C  1.011  1.772  4.014
C  1.258  3.062  4.460
C  0.688  4.160  3.822
C  -0.139  3.958  2.739
C  -0.390  2.666  2.264
C  -1.312  2.485  1.180
N  -1.545  1.356  0.620
C  -2.629  1.208  -0.354
C  -3.423  0.002  0.103
N  -2.451  -1.060  0.466
C  -2.905  -2.295  0.584
C  -2.195  -3.463  0.904
C  -2.932  -4.674  1.033
C  -2.302  -5.848  1.309
C  -0.898  -5.859  1.450
C  -0.152  -4.717  1.313
C  -0.782  -3.490  1.052
O  -0.051  -2.411  0.912
H  1.435  0.913  4.516
H  1.896  3.210  5.320
H  0.881  5.162  4.180
H  -0.606  4.801  2.245
H  -1.871  3.360  0.851
H  -2.190  1.030  -1.337
H  -3.255  2.100  -0.393
H  -4.096  -0.358  -0.674
H  -4.009  0.258  0.989
H  -3.970  -2.424  0.399
H  -4.008  -4.643  0.913
H  -2.864  -6.763  1.417
H  -0.398  -6.792  1.674
H  0.924  -4.728  1.423
N  3.403  -0.747  0.577
C  3.121  0.599  0.112
C  4.013  0.954  -1.085
C  5.482  1.038  -0.658
C  6.474  0.461  -1.655
N  6.289  -0.990  -1.779
C  6.116  -1.702  -2.880
N  6.143  -1.145  -4.090
N  5.882  -3.018  -2.782
C  1.662  0.915  -0.231
O  1.262  2.028  -0.406
O  0.866  -0.185  -0.334
H  3.047  -0.899  1.513
H  2.939  -1.427  -0.016
H  3.361  1.306  0.911
H  3.686  1.910  -1.495
H  3.862  0.205  -1.870
H  5.620  0.521  0.295
H  5.761  2.079  -0.487
H  7.494  0.649  -1.320
H  6.365  0.933  -2.630
H  6.231  -1.488  -0.903
H  6.385  -0.180  -4.220
H  6.054  -1.711  -4.917
H  5.964  -3.487  -1.897
H  5.882  -3.601  -3.602

Atomic partial charges in e from the Mulliken method, atoms 1 to 5: Re 1.311; O -0.909; C 0.713; C -0.449; C -0.467

=====

Entry from OMol25: a molecular structure, C10H22B3FO6 (the ωB97M-V functional and the def2-TZVPD basis).

HOMO in Eh: -0.34746
Kohn-Sham gap in eV: 10.0565

Element x y z (Å)
C  1.693  0.909  -0.907
O  1.772  1.607  0.323
C  2.241  2.943  0.281
C  1.098  3.943  0.256
C  0.075  3.690  -0.863
B  -1.261  3.051  -0.394
O  -2.328  2.835  -1.277
B  -2.743  1.516  -1.250
O  -2.954  0.953  0.004
B  -1.885  1.247  0.832
F  -1.226  0.280  1.447
O  -1.462  2.558  0.901
H  2.365  0.050  -0.896
H  0.676  0.544  -1.067
H  1.972  1.541  -1.754
H  2.816  3.102  1.197
H  2.938  3.087  -0.552
H  0.601  3.917  1.226
H  1.530  4.943  0.153
H  -0.198  4.632  -1.353
H  0.476  3.067  -1.663
H  -2.798  0.851  -2.233
C  -1.793  -2.217  -0.959
C  -0.608  -2.624  -1.791
O  0.360  -1.908  -1.931
C  -0.680  -3.981  -2.445
H  -1.633  -1.225  -0.543
H  -2.696  -2.210  -1.573
H  -1.922  -2.927  -0.144
H  -1.544  -4.030  -3.111
H  -0.794  -4.750  -1.680
H  0.227  -4.164  -3.015
C  0.425  -2.482  3.673
C  0.402  -2.531  2.165
O  -0.307  -3.312  1.571
C  1.297  -1.559  1.441
H  -0.260  -3.224  4.076
H  1.434  -2.682  4.038
H  0.130  -1.489  4.017
H  2.337  -1.726  1.728
H  1.034  -0.532  1.703
H  1.191  -1.690  0.367

Atomic partial charges in e from the Mulliken method, atoms 1 to 5: C -0.847; O -0.274; C -0.670; C -0.423; C -0.706

=====

Entry from OMol25: CH4IOPS in the gas phase (the ωB97M-V functional and the def2-TZVPD basis).

HOMO in Eh: -0.32296
Kohn-Sham gap in eV: 8.7534
ΔE to the lowest compared entry with this formula, charge and spin in kcal per mole: 52.67
Structure (SMILES): CP(I)SO

Element x y z (Å)
C  -0.304  1.461  -0.101
P  0.724  0.215  0.853
I  2.913  0.360  -0.115
S  0.238  -1.614  -0.456
O  -1.146  -2.292  0.204
H  -0.124  2.523  0.170
H  -1.257  0.980  -0.248
H  0.011  1.476  -1.148
H  -1.054  -3.110  0.841

Atomic partial charges in e from the Mulliken method, atoms 1 to 5: C -0.959; P 0.068; I -0.026; S 0.030; O -0.487

=====

Entry from OMol25: 2 unconnected molecules or ions with the total composition C3H4Cl3NO3 (the ωB97M-V functional and the def2-TZVPD basis).

HOMO (spin up / spin down) in Eh: -0.34009 / -0.34469
Kohn-Sham gap (spin up / spin down) in eV: 7.4509 / 7.5503
ΔE to the lowest compared entry with this formula, charge and spin in kcal per mole: 68.52

Element x y z (Å)
C  -0.923  -0.681  0.247
C  1.431  -0.605  -0.137
C  -1.530  0.535  -0.353
N  1.448  0.807  -0.243
O  1.763  1.378  0.861
O  1.085  1.267  -1.320
O  1.798  -1.094  0.990
Cl  -1.193  -2.203  -0.497
Cl  -2.920  0.130  -1.464
Cl  -2.274  1.675  0.959
H  -1.143  -0.645  1.281
H  1.528  -1.225  -0.953
H  -0.838  1.122  -1.072
H  1.768  -0.461  1.701

Atomic partial charges in e from the Mulliken method, atoms 1 to 5: C -0.390; C -0.354; C 0.287; N 0.946; O -0.658

=====

Entry from OMol25: a molecular structure, C20H23AsCl5F6MgN8O5 (the ωB97M-V functional and the def2-TZVPD basis).

⟨S²⟩: 0.771
HOMO (spin up / spin down) in Eh: -0.21594 / -0.33026
Spin multiplicity: 2
Kohn-Sham gap (spin up / spin down) in eV: 5.7056 / 8.8168
ΔE to the lowest compared entry with this formula, charge and spin in kcal per mole: 0.00

Element x y z (Å)
Mg  -0.413  0.309  0.024
Cl  -0.182  -2.636  0.417
C  0.948  -2.717  -0.879
C  1.679  -1.573  -1.169
C  2.554  -1.556  -2.242
Cl  3.365  -0.095  -2.630
C  2.722  -2.704  -3.013
Cl  3.792  -2.679  -4.354
C  2.006  -3.860  -2.707
Cl  2.202  -5.270  -3.665
C  1.104  -3.866  -1.642
Cl  0.181  -5.264  -1.282
C  -1.099  1.370  3.649
C  0.209  0.879  3.142
N  0.471  0.471  1.912
C  1.819  0.062  1.905
C  2.359  0.277  3.185
N  1.294  0.789  3.918
C  3.641  0.112  3.831
O  4.647  -0.399  3.112
O  3.786  0.419  5.000
C  2.443  -0.458  0.784
O  3.574  -0.913  0.605
O  1.509  -0.463  -0.387
H  -1.725  1.715  2.831
H  -0.951  2.186  4.356
H  -1.637  0.567  4.152
H  1.382  1.033  4.892
H  4.364  -0.617  2.196
C  -0.224  -1.291  -4.208
N  -1.530  -0.729  -3.909
C  -1.829  -0.252  -2.691
N  -3.050  0.296  -2.505
O  -0.963  -0.264  -1.789
H  -0.181  -1.514  -5.270
H  -0.052  -2.208  -3.644
H  0.564  -0.579  -3.967
H  -2.248  -0.769  -4.609
H  -3.769  0.147  -3.192
H  -3.377  0.398  -1.553
C  -0.238  2.642  -2.003
N  0.069  4.011  -2.375
C  -0.720  4.912  -1.529
N  -0.431  4.718  -0.107
C  -0.734  3.341  0.242
N  0.056  2.369  -0.568
C  1.503  2.680  -0.344
N  1.824  4.050  -0.700
C  1.490  4.257  -2.110
C  1.001  4.950  0.108
H  0.359  1.956  -2.608
H  -1.297  2.446  -2.180
H  -1.782  4.730  -1.706
H  -0.490  5.944  -1.800
H  -1.795  3.146  0.081
H  -0.499  3.172  1.295
H  2.098  1.993  -0.946
H  1.729  2.511  0.709
H  2.090  3.580  -2.721
H  1.729  5.285  -2.386
H  1.236  5.982  -0.156
H  1.234  4.796  1.163
F  -2.266  0.640  0.644
As  -3.697  -0.398  1.211
F  -3.221  -1.510  -0.032
F  -4.615  0.464  0.018
F  -5.009  -1.363  1.693
F  -4.027  0.834  2.357
F  -2.585  -1.149  2.293

Atomic partial charges in e from the Mulliken method, atoms 1 to 5: Mg 1.334; Cl -0.048; C 0.956; C -1.614; C 0.314

=====

Entry from OMol25: C3H2N2O3 in the gas phase (the ωB97M-V functional and the def2-TZVPD basis).

HOMO in Eh: -0.34017
Kohn-Sham gap in eV: 8.2899
ΔE to the lowest compared entry with this formula, charge and spin in kcal per mole: 118.92
Structure (SMILES): O=c1nnc(O)co1

Element x y z (Å)
O  2.993  -0.315  0.294
C  1.849  -0.115  -0.003
N  0.872  -1.323  -0.074
N  -0.404  -1.350  -0.222
C  -0.891  -0.072  0.095
O  -2.175  -0.020  0.293
C  -0.107  1.055  -0.111
O  1.265  0.944  -0.074
H  -2.706  -0.759  0.194
H  -0.696  1.955  -0.392

Atomic partial charges in e from the Mulliken method, atoms 1 to 5: O -0.513; C 0.667; N -0.259; N -0.188; C 0.432